Entry from the OMol25 dataset: a 3-piece molecular cluster, C3H10O2 overall at a distorted geometry (wB97M-V/def2-TZVPD).

```
15
Properties=species:S:1:pos:R:3:forces:R:3
C -0.625657 0.321969 -1.103888 1.560 1.383 -0.504
O 2.433434 0.191996 -0.537099 -1.728 -0.141 0.897
C -0.078195 -0.682293 -0.100976 1.177 1.157 -0.627
C 0.528765 0.076728 1.029499 -4.996 -2.182 1.067
H -1.224396 1.085918 -0.629855 -0.677 -0.458 0.092
H 0.254149 0.935177 -1.328536 0.095 -0.283 -0.724
H -1.052132 -0.013949 -2.045368 -0.055 -0.401 0.245
H 0.617282 -1.386430 -0.567631 -0.500 -0.480 0.091
H -1.052876 -1.215725 0.285218 -0.392 0.795 1.182
H 1.700543 -0.002659 0.551577 3.127 0.633 -2.672
H 0.668528 -0.391963 2.017934 0.945 -0.269 -0.401
H -0.270512 0.800226 1.206372 1.146 1.444 0.006
H -3.094752 0.240179 0.812728 0.100 0.027 0.171
H 3.365197 -0.039141 -0.646249 0.148 -0.062 1.103
O -2.169379 0.079973 1.056274 0.051 -1.166 0.071
```
Forces are in eV/Å.

The HOMO-LUMO gap is 0.197 Eh. The value obtained for the electronic energy is -270.45860 Eh. The total charge is 0.